(1)
The following is a quantum chemistry calculation of a 10-piece molecular cluster, C28H54N2O16S4 overall at a distorted geometry, from the OMol25 dataset.

Structure (ORCA input):
```
! wB97M-V def2-TZVPD RIJCOSX def2/J DEFGRID3
* xyz 0 1
C 1.65 1.91 3.84
C 2.74 1.05 4.43
O 3.30 1.92 5.41
C 3.01 3.20 5.08
O 3.41 4.18 5.60
O 2.17 3.18 4.01
H 0.72 1.75 4.40
H 1.38 1.69 2.81
H 3.56 0.65 3.81
H 2.47 0.04 4.77
C -1.38 -2.56 5.27
C -2.81 -2.32 4.73
O -2.52 -1.52 3.58
C -1.27 -1.08 3.57
O -0.78 -0.42 2.72
O -0.63 -1.50 4.68
H -1.01 -3.53 4.91
H -1.28 -2.60 6.35
H -3.47 -1.77 5.39
H -3.20 -3.25 4.35
C -0.55 1.50 -3.96
C -0.31 3.01 -3.80
O 0.72 3.07 -2.82
C 1.32 1.90 -2.75
O 2.24 1.62 -2.04
O 0.61 0.91 -3.34
H -0.48 1.29 -5.03
H -1.54 1.20 -3.62
H -1.18 3.54 -3.40
H -0.15 3.58 -4.72
C 1.53 4.43 1.19
C 2.01 5.25 -0.01
O 3.35 5.44 0.32
C 3.79 4.32 0.99
O 4.91 4.05 1.22
O 2.71 3.62 1.34
H 0.66 3.82 0.95
H 1.25 4.93 2.11
H 1.56 6.21 -0.23
H 1.97 4.60 -0.89
C -6.68 -0.66 -3.32
C -5.19 -0.97 -3.47
C -4.52 -0.11 -4.53
C -4.31 1.30 -4.23
N -4.11 2.40 -3.97
H -7.05 0.19 -2.74
H -7.12 -1.47 -2.71
H -7.25 -0.62 -4.25
H -5.01 -2.02 -3.67
H -4.81 -0.69 -2.48
H -5.09 0.06 -5.45
H -3.57 -0.57 -4.82
C 1.77 -4.41 1.57
C 2.34 -5.30 0.45
C 2.97 -6.57 1.02
C 3.34 -7.55 -0.02
N 3.64 -8.30 -0.83
H 2.45 -3.60 1.86
H 1.55 -4.94 2.50
H 0.83 -3.98 1.22
H 3.07 -4.70 -0.10
H 1.65 -5.48 -0.37
H 2.30 -7.09 1.71
H 3.87 -6.34 1.58
C -1.04 -3.46 -6.81
S -2.41 -2.76 -5.84
O -3.53 -3.71 -5.51
C -1.54 -2.49 -4.31
H -1.40 -3.85 -7.77
H -0.62 -4.27 -6.22
H -0.36 -2.67 -7.12
H -0.86 -3.30 -4.05
H -2.27 -2.32 -3.51
H -1.08 -1.50 -4.26
C -2.28 3.07 3.68
S -2.64 4.72 3.02
O -1.36 5.18 2.40
C -3.79 4.24 1.72
H -3.13 2.68 4.24
H -1.47 3.24 4.38
H -2.05 2.32 2.92
H -3.35 3.48 1.07
H -4.16 5.08 1.14
H -4.69 3.82 2.18
C -1.22 1.22 -0.16
S -1.53 -0.59 -0.22
O -2.40 -0.96 -1.40
C 0.17 -1.03 -0.61
H -2.18 1.72 -0.04
H -0.88 1.49 -1.16
H -0.44 1.41 0.57
H 0.45 -0.73 -1.62
H 0.23 -2.12 -0.60
H 0.75 -0.55 0.18
C 4.40 -0.27 -0.04
S 5.08 -0.84 1.54
O 5.52 -2.25 1.26
C 6.65 0.03 1.43
H 3.31 -0.33 -0.05
H 4.74 -0.94 -0.84
H 4.71 0.77 -0.15
H 7.34 -0.60 1.99
H 6.77 0.98 1.95
H 6.98 0.18 0.40
*
```

Largest force on an atom, eV/A: 3.044
HOMO, eV: -8.96
Energy above the lowest of the compared OMol25 structures with the same formula, charge and spin, eV: 1.9592
Calculated total energy, eV: -108987.8331
HOMO-LUMO gap, eV: 8.9



(2)
The following is a quantum chemistry calculation of a 6-piece molecular cluster, C28H54NO15S overall at a distorted geometry, from the OMol25 dataset.

Structure (ORCA input):
```
! wB97M-V def2-TZVPD RIJCOSX def2/J DEFGRID3
* xyz 1 1
S -3.82 -4.27 1.50
C -4.77 -3.01 0.49
C -5.97 -2.37 1.34
C -7.30 -2.05 0.50
C -8.48 -3.01 1.01
N -8.10 -4.43 0.75
C -8.39 -5.42 1.78
C -7.80 -6.72 1.13
C -7.20 -6.36 -0.26
C -7.44 -4.85 -0.46
H -3.18 -5.18 0.66
H -4.72 -4.97 2.31
H -5.08 -3.50 -0.50
H -4.02 -2.18 0.22
H -6.18 -3.05 2.24
H -5.60 -1.36 1.76
H -7.07 -2.13 -0.61
H -7.62 -0.96 0.70
H -9.51 -2.76 0.58
H -8.58 -2.90 2.15
H -8.90 -5.30 2.79
H -7.78 -7.77 1.55
H -6.66 -6.99 -1.04
H -7.11 -4.24 -1.37
C -0.88 -2.93 -0.28
C 0.10 -1.93 0.29
O 0.96 -1.40 -0.73
C 0.40 -0.48 -1.53
O -0.73 -0.06 -1.45
O 1.31 -0.12 -2.45
C 0.81 0.79 -3.44
H -0.35 -3.71 -0.83
H -1.47 -3.39 0.52
H -1.57 -2.46 -0.98
H 0.75 -2.42 1.02
H -0.41 -1.11 0.82
H 0.35 1.66 -2.97
H 0.09 0.27 -4.08
H 1.65 1.11 -4.05
C 0.52 6.10 1.06
C -0.96 6.08 1.37
O -1.72 5.54 0.28
C -1.68 4.20 0.17
O -1.08 3.44 0.89
O -2.40 3.86 -0.91
C -2.36 2.46 -1.21
H 0.71 6.62 0.11
H 1.08 6.60 1.85
H 0.92 5.09 0.95
H -1.31 7.11 1.52
H -1.17 5.54 2.30
H -2.64 1.86 -0.34
H -1.36 2.19 -1.56
H -3.07 2.27 -2.01
C 3.49 1.36 0.47
C 3.37 2.80 0.02
O 3.86 3.70 1.02
C 5.20 3.79 1.11
O 6.00 3.19 0.44
O 5.49 4.64 2.11
C 6.89 4.74 2.39
H 3.00 1.22 1.44
H 3.03 0.69 -0.26
H 4.53 1.06 0.60
H 2.32 3.05 -0.14
H 3.89 2.97 -0.94
H 7.45 4.99 1.49
H 7.25 3.81 2.83
H 7.03 5.54 3.12
C 4.23 -6.10 1.52
C 3.12 -7.03 1.06
O 2.33 -7.49 2.17
C 1.45 -6.60 2.66
O 1.27 -5.48 2.25
O 0.83 -7.17 3.71
C -0.06 -6.29 4.38
H 4.83 -6.58 2.30
H 4.88 -5.83 0.69
H 3.83 -5.18 1.95
H 3.56 -7.92 0.60
H 2.49 -6.56 0.31
H -0.78 -5.84 3.69
H 0.50 -5.51 4.90
H -0.62 -6.87 5.12
C 6.24 5.19 -2.17
C 4.86 5.79 -1.96
O 4.59 6.83 -2.91
C 4.28 6.41 -4.15
O 4.19 5.26 -4.51
O 4.10 7.49 -4.92
C 3.85 7.18 -6.30
H 7.00 5.98 -2.17
H 6.47 4.47 -1.38
H 6.31 4.69 -3.13
H 4.81 6.26 -0.97
H 4.08 5.03 -1.99
H 3.02 6.48 -6.41
H 4.76 6.78 -6.75
H 3.59 8.11 -6.81
*
```

Largest force on an atom, eV/A: 6.986
HOMO, eV: -11.14
Calculated total energy, eV: -72939.2412
HOMO-LUMO gap, eV: 7.5



(3)
The following is a quantum chemistry calculation of C28H55AsBrF7O8PS as an isolated structure at a distorted geometry, from the OMol25 dataset.

Structure (ORCA input):
```
! wB97M-V def2-TZVPD RIJCOSX def2/J DEFGRID3
* xyz -1 1
C -0.24 -1.24 4.29
C -0.91 -0.02 3.65
P -1.38 -0.13 1.85
C -1.21 -1.83 1.18
C -2.30 -2.04 0.11
As -0.07 1.34 0.55
C 1.74 0.49 0.83
C 2.43 0.33 -0.53
C 2.40 -1.16 -0.92
Br 1.33 -1.48 -2.54
S -2.19 2.43 -0.12
O -1.85 3.55 -1.00
O -3.02 1.44 -0.79
C -3.26 3.15 1.28
F -2.44 3.49 2.31
F -4.12 2.20 1.73
C -4.14 4.38 0.95
F -4.52 4.94 2.14
F -3.47 5.33 0.28
C -5.47 4.04 0.22
F -5.30 3.10 -0.71
F -6.42 3.65 1.10
F -5.91 5.16 -0.38
H -0.75 -1.45 5.22
H 0.79 -1.03 4.55
H -0.30 -2.14 3.70
H -1.79 0.30 4.19
H -0.20 0.81 3.72
H -1.35 -2.60 1.93
H -0.26 -1.93 0.67
H -2.55 -3.09 0.03
H -3.21 -1.53 0.43
H -2.02 -1.63 -0.84
H -0.28 0.39 -0.69
H 0.60 2.44 -0.33
H 0.08 2.30 1.81
H 2.34 1.14 1.45
H 1.69 -0.47 1.34
H 3.43 0.71 -0.55
H 1.88 0.87 -1.29
H 3.38 -1.59 -1.07
H 1.90 -1.75 -0.16
C 5.16 4.60 0.50
C 4.05 3.75 1.09
O 3.55 2.85 0.48
C 3.60 4.11 2.49
H 5.38 4.24 -0.50
H 4.84 5.64 0.44
H 6.06 4.53 1.12
H 3.22 5.13 2.52
H 4.43 4.01 3.19
H 2.80 3.43 2.79
C -0.83 -6.08 1.54
C -0.04 -5.44 0.43
O 0.39 -4.32 0.53
C 0.17 -6.26 -0.82
H -0.92 -5.39 2.37
H -1.83 -6.34 1.19
H -0.33 -6.99 1.88
H -0.78 -6.52 -1.28
H 0.72 -7.17 -0.58
H 0.75 -5.68 -1.54
C -0.15 5.47 -2.76
C 0.57 6.61 -3.42
O 1.77 6.75 -3.36
C -0.29 7.60 -4.18
H 0.55 4.82 -2.24
H -0.87 5.85 -2.03
H -0.69 4.88 -3.50
H -1.01 8.06 -3.51
H -0.83 7.09 -4.98
H 0.34 8.37 -4.61
C 7.41 -0.47 -2.65
C 6.10 0.30 -2.62
O 5.14 -0.10 -2.02
C 6.06 1.60 -3.39
H 7.30 -1.38 -2.07
H 7.66 -0.74 -3.68
H 8.21 0.13 -2.23
H 6.26 1.42 -4.45
H 6.81 2.29 -3.00
H 5.08 2.05 -3.28
C -5.11 -3.24 4.74
C -3.60 -3.09 4.83
O -2.99 -2.45 4.02
C -2.91 -3.79 5.98
H -5.47 -2.69 3.88
H -5.37 -4.30 4.64
H -5.58 -2.84 5.64
H -3.09 -4.87 5.93
H -3.29 -3.41 6.93
H -1.84 -3.60 5.92
C -1.60 -3.85 -3.97
C -1.99 -5.30 -4.09
O -2.05 -6.04 -3.14
C -2.30 -5.81 -5.48
H -1.40 -3.60 -2.93
H -0.70 -3.65 -4.56
H -2.41 -3.22 -4.33
H -1.43 -5.68 -6.13
H -3.14 -5.24 -5.90
H -2.57 -6.86 -5.44
*
```

Largest force on an atom, eV/A: 3.427
HOMO, eV: -3.24
Calculated total energy, eV: -216332.3943
HOMO-LUMO gap, eV: 5.5



(4)
The following is a quantum chemistry calculation of a 3-piece molecular cluster, C28H55B2F9NO17P3S3 overall at a distorted geometry, from the OMol25 dataset.

Structure (ORCA input):
```
! wB97M-V def2-TZVPD RIJCOSX def2/J DEFGRID3
* xyz 0 1
C -2.59 4.38 6.95
C -2.87 2.90 7.46
N -4.31 2.59 7.71
C -4.29 1.27 8.46
C -5.74 0.67 8.71
C -5.05 2.37 6.44
S -6.34 3.37 6.13
S -4.46 0.99 5.39
C -5.41 0.93 3.81
C -5.25 2.21 2.88
C -3.74 2.67 2.62
C -3.27 2.58 1.09
B -3.44 1.02 0.65
C -3.76 0.44 -0.82
O -3.23 0.04 1.69
C -1.80 3.19 0.82
B -0.60 2.47 1.65
O 0.71 3.08 1.51
O -0.69 1.35 2.52
P -1.75 5.01 1.50
O -1.36 4.72 3.17
O -0.36 5.82 0.93
C -1.40 3.28 -0.73
C -0.72 1.98 -1.34
C 0.87 2.11 -1.51
O 1.22 1.03 -2.45
C 2.55 0.57 -2.21
C 2.63 -0.87 -1.55
F 4.01 -1.24 -1.59
F 1.88 -1.73 -2.38
C 2.21 -0.94 -0.03
F 2.67 0.16 0.72
F 0.80 -1.00 0.09
C 2.75 -2.24 0.76
F 2.04 -2.45 1.96
F 4.09 -2.02 1.16
C 2.69 -3.58 -0.08
F 1.40 -3.93 -0.47
F 3.15 -4.61 0.79
C -2.64 3.66 -1.70
C -2.16 4.51 -2.98
C -3.22 4.41 -4.16
F -0.82 4.24 -3.37
O -3.64 4.49 -1.07
S -4.44 3.74 0.18
O -4.96 4.83 1.08
O -5.63 3.04 -0.38
H -3.25 4.71 6.09
H -2.57 5.11 7.82
H -1.51 4.38 6.55
H -2.35 2.81 8.48
H -2.33 2.18 6.77
H -3.55 0.52 8.01
H -3.86 1.53 9.49
H -6.37 1.40 9.32
H -6.26 0.31 7.77
H -5.61 -0.26 9.37
H -5.22 -0.06 3.28
H -6.52 0.89 4.11
H -5.86 2.03 1.94
H -5.80 3.05 3.43
H -3.02 2.07 3.25
H -3.69 3.74 3.04
H -2.84 0.13 -1.42
H -4.39 1.10 -1.49
H -4.36 -0.53 -0.67
H -3.94 -0.62 1.56
H 1.18 2.84 2.33
H -0.83 1.70 3.43
H -1.01 5.58 3.50
H -0.71 6.67 0.57
H -0.65 4.12 -0.92
H -0.95 1.00 -0.83
H -1.11 1.88 -2.41
H 1.20 3.12 -1.90
H 1.44 1.89 -0.56
H 3.21 1.30 -1.63
H 3.05 0.47 -3.24
H 3.43 -3.59 -0.96
H -3.17 2.75 -2.12
H -2.19 5.60 -2.63
H -4.23 4.75 -3.75
H -2.99 5.12 -5.02
H -3.38 3.34 -4.50
C 2.74 -2.05 -5.75
O 3.29 -1.10 -6.66
P 2.34 -0.56 -7.84
O 0.98 -1.12 -7.86
O 3.20 -0.85 -9.16
C 3.36 -2.21 -9.54
O 2.42 1.02 -7.70
C 3.69 1.65 -7.66
H 2.73 -3.04 -6.22
H 3.37 -2.09 -4.86
H 1.73 -1.77 -5.45
H 2.44 -2.77 -9.40
H 4.17 -2.66 -8.96
H 3.63 -2.24 -10.60
H 4.32 1.32 -8.49
H 4.20 1.42 -6.71
H 3.55 2.73 -7.73
C 4.32 -8.97 -1.63
O 5.65 -8.63 -1.24
P 6.00 -8.70 0.33
O 4.88 -9.11 1.21
O 6.58 -7.24 0.63
C 5.67 -6.15 0.61
O 7.29 -9.63 0.39
C 8.40 -9.31 -0.44
H 3.65 -8.13 -1.42
H 4.32 -9.16 -2.70
H 3.97 -9.86 -1.12
H 4.72 -6.43 1.07
H 5.50 -5.83 -0.42
H 6.10 -5.32 1.18
H 8.70 -8.27 -0.31
H 8.16 -9.51 -1.48
H 9.24 -9.94 -0.14
*
```

Largest force on an atom, eV/A: 6.229
HOMO, eV: -8.60
Calculated total energy, eV: -152411.7500
HOMO-LUMO gap, eV: 8.4